{
  "formula": "C6H15O2",
  "method": "ωB97M-V/def2-TZVPD",
  "orbital_gap_ev": [7.504, 10.577],
  "fmax_ha_per_bohr": 0.0791,
  "relative_energy_kj_mol": 270.26,
  "multiplicity": 2,
  "e_lumo_ev": [1.000, 0.951],
  "total_charge": 0,
  "s2": 0.757,
  "symbols": ["H", "C", "C", "H", "H", "H", "H", "O", "C", "C", "O", "C", "H", "H", "H", "H", "H", "H", "H", "C", "H", "H", "H"],
  "xyz": [[2.9869, 0.7782, 1.7784], [3.0777, 1.3631, 0.8515], [1.7459, 1.4840, 0.1676], [3.8100, 0.8446, 0.2106], [3.4722, 2.3583, 1.0976], [1.7627, 2.1203, -0.7299], [0.9492, 1.8272, 0.8401], [1.2208, -0.1002, -0.4950], [0.0045, -0.0646, -1.2076], [-1.2652, 0.0368, -0.3865], [-1.4994, 1.3683, -0.0070], [-2.6741, 1.5303, 0.7429], [-0.0924, -0.9581, -1.8452], [0.0473, 0.7660, -1.9316], [-1.1974, -0.6119, 0.5074], [-2.1056, -0.3421, -0.9995], [-2.7776, 2.5960, 0.9797], [-3.5607, 1.2022, 0.1719], [-2.6298, 0.9552, 1.6843], [2.2410, -1.9505, -0.7329], [2.2866, -2.0408, -1.8234], [1.6164, -2.6774, -0.2045], [3.1838, -1.6991, -0.2436]],
  "forces_ev_per_angstrom": [[0.0, 0.2, -0.2], [0.1, -1.1, -0.2], [-1.4, -1.5, -1.4], [-0.2, 0.3, 0.2], [-0.2, -0.2, -0.1], [0.0, -0.4, 0.2], [0.1, -0.5, -0.3], [0.8, 3.5, 1.9], [0.0, 0.8, -0.5], [-0.1, -0.5, 0.0], [0.2, 0.3, 0.0], [-0.3, 0.0, 0.2], [0.4, -0.1, 0.5], [-0.3, 0.0, 0.2], [0.1, 0.1, -0.2], [0.1, 0.2, 0.1], [0.0, -0.3, -0.1], [0.2, 0.1, 0.1], [0.0, 0.1, -0.2], [1.0, -1.8, -0.3], [-0.1, 0.1, 0.4], [0.1, 0.4, -0.2], [-0.4, 0.1, -0.1]]
}

{
  "formula": "C6H15O3",
  "method": "ωB97M-V/def2-TZVPD",
  "orbital_gap_ev": 7.454,
  "fmax_ha_per_bohr": 0.0453,
  "relative_energy_kj_mol": 70.73,
  "e_lumo_ev": 3.349,
  "total_charge": -1,
  "symbols": ["C", "O", "C", "C", "C", "C", "C", "H", "H", "H", "H", "H", "H", "H", "H", "H", "H", "H", "H", "H", "O", "H", "H", "O"],
  "xyz": [[-1.4892, -0.4371, 0.4677], [-2.4411, -0.6824, 1.4117], [-1.0212, 1.0894, 0.4605], [-0.3846, 1.5420, -0.8471], [0.7114, 0.6181, -1.3295], [1.4991, 0.7684, -2.3880], [2.5355, -0.2310, -2.8538], [-1.9329, -0.5907, -0.5307], [-0.5108, -0.8971, 0.6690], [-1.8384, 1.7782, 0.7024], [-0.3481, 1.1524, 1.3214], [-1.1388, 1.7065, -1.6210], [0.1318, 2.5096, -0.7403], [0.8405, -0.3263, -0.8117], [1.4578, 1.7232, -2.9188], [2.7616, -0.9163, -2.0326], [3.4101, 0.3441, -3.1612], [2.0945, -0.8848, -3.6092], [-1.2096, 0.1634, 3.5437], [-2.0225, -0.7946, 2.5626], [-1.5223, -0.7391, 3.6659], [0.1521, -2.7681, 2.0601], [-0.2772, -1.8841, 3.2111], [0.5423, -2.2436, 2.7678]],
  "forces_ev_per_angstrom": [[-0.2, 2.3, 0.3], [-0.3, -0.5, 0.4], [-0.4, -0.3, 0.3], [1.2, 0.3, 0.1], [-0.1, -0.8, -0.5], [0.0, 0.6, 0.3], [-0.9, 0.2, 0.8], [0.5, -0.6, -0.2], [-0.3, -0.9, -0.4], [-0.2, -0.3, -0.1], [0.3, 0.3, -0.2], [-0.1, -0.3, 0.0], [-0.4, 0.1, 0.2], [-0.1, 0.0, 0.3], [-0.1, -0.2, -0.2], [0.3, 0.2, 0.0], [0.1, -0.6, -0.3], [0.4, 0.3, -0.5], [0.2, 0.0, 0.3], [0.1, 0.1, -0.1], [-0.2, -0.1, -0.3], [0.2, 0.0, -0.1], [0.4, 0.6, 0.0], [-0.4, -0.4, 0.1]]
}

{
  "formula": "C6H15OS",
  "method": "ωB97M-V/def2-TZVPD",
  "orbital_gap_ev": 6.788,
  "fmax_ha_per_bohr": 0.0323,
  "relative_energy_kj_mol": 40.76,
  "e_lumo_ev": 4.005,
  "total_charge": -1,
  "symbols": ["C", "C", "C", "S", "H", "H", "H", "H", "H", "H", "H", "C", "C", "C", "O", "H", "H", "H", "H", "H", "H", "H", "H"],
  "xyz": [[-2.6333, -2.4390, 0.7741], [-1.1663, -2.7345, 0.5228], [-0.2836, -1.8570, 1.3669], [-0.4819, -0.1015, 0.8938], [-2.9539, -2.4903, 1.8216], [-3.2979, -3.1878, 0.3178], [-2.7873, -1.4010, 0.4303], [-0.9234, -3.7611, 0.7998], [-0.9622, -2.4974, -0.4937], [0.7576, -2.1961, 1.3078], [-0.6555, -1.9355, 2.3792], [0.3790, 1.9900, -1.8124], [1.3451, 2.6285, -0.8029], [2.4633, 1.6579, -0.3964], [0.6005, 2.9969, 0.3808], [-0.4118, 2.6644, -2.1507], [-0.1526, 1.1557, -1.3186], [0.8761, 1.5297, -2.6180], [1.7670, 3.5585, -1.2199], [3.1807, 1.5140, -1.2818], [2.0842, 0.6856, -0.0186], [3.0410, 2.0880, 0.4281], [0.2155, 2.1318, 0.6901]],
  "forces_ev_per_angstrom": [[-0.6, 0.0, 0.0], [-0.4, -0.3, 1.2], [0.0, 0.9, 0.0], [0.1, 0.0, 0.0], [0.5, 0.2, 0.2], [0.1, 0.4, -0.5], [-0.4, -0.6, 0.1], [-0.1, -0.4, -0.4], [0.3, -0.3, -1.1], [-0.1, 0.1, 0.1], [0.3, -0.2, 0.6], [-0.9, 0.0, 1.4], [-0.7, -0.5, 0.5], [1.0, -0.1, -1.0], [0.0, -0.7, -0.4], [0.3, 0.2, -0.1], [0.3, 0.3, 0.0], [0.8, -0.3, -1.3], [-0.1, -0.2, 0.3], [-0.9, 0.0, 1.2], [-0.1, 0.6, -0.5], [0.0, 0.1, -0.1], [0.4, 0.8, 0.0]]
}

{
  "formula": "C6H15P",
  "method": "ωB97M-V/def2-TZVPD",
  "orbital_gap_ev": [7.831, 7.590],
  "fmax_ha_per_bohr": 0.0929,
  "relative_energy_kj_mol": 415.75,
  "e_lumo_ev": [0.786, 0.099],
  "total_charge": 0,
  "symbols": ["C", "C", "C", "C", "C", "C", "P", "H", "H", "H", "H", "H", "H", "H", "H", "H", "H", "H", "H", "H", "H", "H"],
  "xyz": [[-2.1834, -0.0121, -0.5416], [-2.8198, 1.3843, -0.3118], [2.9761, 0.4899, 0.2576], [-0.3515, -2.0674, -0.6172], [-0.3512, -0.1326, 1.6904], [2.2938, 0.7241, -1.0507], [-0.5240, -0.1682, -0.1785], [-2.3627, -0.6530, -1.3509], [-3.7832, 1.2328, 0.2246], [-2.2901, 2.1598, 0.1259], [-3.0544, 1.8045, -1.3626], [2.5969, 1.0875, 1.0759], [2.6799, -0.5242, 0.5801], [4.0982, 0.7267, 0.1672], [-0.1387, -2.0553, -1.6476], [0.4599, -2.4866, 0.0219], [-1.1934, -2.8349, -0.2540], [-1.3407, -0.2306, 2.2715], [0.2955, -1.0175, 1.9231], [0.1303, 0.7368, 2.2678], [2.6543, 0.0313, -1.8962], [2.2083, 1.8045, -1.3949]],
  "forces_ev_per_angstrom": [[0.5, 2.7, 1.6], [-2.6, -2.3, -3.3], [0.3, -0.2, 0.0], [-0.9, -0.5, 3.8], [-0.3, 0.2, 2.2], [1.1, 0.8, -1.8], [0.8, -1.9, 0.7], [-1.2, -0.4, -1.2], [0.5, 0.4, -0.4], [1.6, 0.9, 1.3], [-0.1, -0.5, 1.5], [-0.1, 0.6, 0.0], [1.1, 0.0, -0.1], [-1.4, -0.9, 0.3], [0.3, -0.6, -1.2], [0.1, 0.5, -1.0], [1.1, 2.2, -1.2], [1.3, -0.3, -1.2], [-0.6, 0.6, 0.0], [-0.4, -0.9, -1.6], [-0.9, 1.0, 1.3], [-0.2, -1.5, 0.4]]
}

{
  "formula": "C6H15PS3",
  "method": "ωB97M-V/def2-TZVPD",
  "orbital_gap_ev": 8.871,
  "fmax_ha_per_bohr": 0.0725,
  "relative_energy_kj_mol": 5.44,
  "e_lumo_ev": 0.296,
  "total_charge": 0,
  "symbols": ["C", "C", "C", "C", "C", "C", "P", "S", "S", "S", "H", "H", "H", "H", "H", "H", "H", "H", "H", "H", "H", "H", "H", "H", "H"],
  "xyz": [[1.8515, -0.0769, 1.6332], [0.2412, -1.9852, 1.2465], [-1.8189, -1.4091, -1.1704], [-1.8191, 0.8577, -2.2535], [0.5089, -0.4742, 1.2116], [-1.4713, 0.0809, -0.9641], [0.3605, 0.1329, -0.6420], [3.2302, 2.7990, 1.1541], [2.5540, 2.7925, -0.7106], [0.4997, 2.2210, -0.4656], [2.0058, -0.1974, 2.7164], [2.6055, -0.6674, 1.1057], [1.9632, 1.0137, 1.3710], [-0.8117, -2.1892, 1.3621], [0.8218, -2.4466, 2.0260], [0.5317, -2.3278, 0.3136], [-2.1936, -1.5125, -2.1043], [-0.8521, -1.9913, -1.1169], [-2.5115, -1.7586, -0.4533], [-2.8571, 0.7771, -2.4493], [-1.3873, 0.3123, -3.1606], [-1.5912, 1.9313, -2.2572], [-0.2459, -0.0772, 1.9543], [-1.9420, 0.5191, -0.0514], [2.3278, 3.6760, 1.7046]],
  "forces_ev_per_angstrom": [[1.1, 1.2, 0.2], [-0.2, 1.3, 0.8], [2.9, 0.6, 2.2], [0.9, -0.7, -0.7], [-2.7, -0.1, -0.1], [0.2, 0.7, 0.1], [0.1, -0.6, 1.0], [0.5, 1.0, 1.4], [-1.5, -0.3, -0.9], [0.8, 0.7, 0.0], [0.0, 0.0, -0.3], [0.2, 0.2, 0.0], [0.2, -1.6, 0.7], [-0.3, -0.2, 0.2], [0.1, -0.3, 0.4], [0.8, -1.5, -1.7], [-1.3, -0.6, -2.9], [-1.3, 0.2, -0.1], [-0.6, -0.5, 0.8], [-1.4, -0.1, 0.1], [0.0, 1.0, 1.2], [0.3, -0.5, 0.0], [0.6, 0.4, -1.2], [0.0, -0.3, -0.8], [0.6, -0.2, -0.3]]
}

{
  "formula": "C6H15S",
  "method": "ωB97M-V/def2-TZVPD",
  "orbital_gap_ev": 6.484,
  "fmax_ha_per_bohr": 0.0185,
  "relative_energy_kj_mol": 14.42,
  "e_lumo_ev": 4.106,
  "total_charge": -1,
  "symbols": ["C", "C", "C", "S", "H", "H", "H", "H", "H", "H", "H", "C", "C", "C", "H", "H", "H", "H", "H", "H", "H", "H"],
  "xyz": [[-1.1100, -0.8685, -2.9031], [-0.1345, -1.8898, -2.3210], [0.2525, -1.6370, -0.8567], [0.9697, -0.0208, -0.5660], [-2.1577, -1.1330, -2.7130], [-1.0395, -0.8127, -3.9984], [-0.9443, 0.1372, -2.5243], [-0.6148, -2.8655, -2.4871], [0.7914, -1.8952, -2.9057], [0.9361, -2.4545, -0.5896], [-0.6486, -1.7769, -0.2362], [0.9383, 1.2556, 2.9311], [-0.5327, 1.0304, 2.5608], [-1.0367, 1.9878, 1.4956], [1.5443, 0.7954, 2.1459], [1.2262, 0.8545, 3.9038], [1.1680, 2.3240, 2.9109], [-1.1475, 1.0903, 3.4641], [-0.6319, 0.0174, 2.1605], [-2.0721, 1.7946, 1.2128], [-0.9617, 3.0208, 1.8554], [-0.4150, 1.8838, 0.6017]],
  "forces_ev_per_angstrom": [[-0.3, 0.2, -0.6], [-0.2, 0.2, -0.4], [-0.5, -0.8, -0.2], [0.5, 0.2, 0.0], [0.1, -0.1, 0.3], [0.1, -0.1, 0.1], [0.2, 0.0, 0.2], [0.3, -0.2, 0.3], [0.0, 0.1, 0.0], [0.0, 0.2, 0.2], [0.1, 0.0, 0.0], [-0.1, 0.2, -0.7], [0.0, -0.4, 0.3], [0.3, 0.4, 0.1], [0.1, 0.0, 0.1], [-0.1, -0.1, 0.0], [0.0, 0.1, 0.2], [-0.1, 0.0, 0.0], [0.0, 0.0, 0.1], [0.0, -0.1, 0.0], [-0.1, 0.0, 0.0], [-0.1, 0.0, 0.1]]
}

{
  "formula": "C6H16",
  "method": "ωB97M-V/def2-TZVPD",
  "orbital_gap_ev": 12.398,
  "fmax_ha_per_bohr": 0.0205,
  "relative_energy_kj_mol": 39.03,
  "e_lumo_ev": 1.068,
  "total_charge": 0,
  "symbols": ["C", "C", "C", "H", "H", "H", "H", "H", "H", "H", "H", "C", "C", "C", "H", "H", "H", "H", "H", "H", "H", "H"],
  "xyz": [[0.8003, 0.8118, 1.7174], [1.4354, 1.6884, 2.8018], [-0.7229, 1.0644, 1.5709], [0.9505, -0.2296, 1.9997], [1.3165, 0.9795, 0.7716], [2.4843, 1.4545, 2.9466], [1.3179, 2.7491, 2.5623], [-1.1667, 1.5512, 2.4463], [0.8690, 1.5909, 3.7275], [-1.1978, 0.0933, 1.4576], [-0.8871, 1.7764, 0.7649], [-0.7257, -1.0108, -1.5694], [0.1002, -2.2982, -1.5950], [-0.8289, -0.3250, -2.9400], [-1.7357, -1.2911, -1.2517], [-0.3076, -0.3362, -0.8288], [1.1471, -2.0866, -1.8636], [-0.3082, -2.9957, -2.3182], [-0.1172, 0.4870, -3.0124], [-0.7499, -1.0627, -3.7421], [0.1585, -2.7176, -0.5934], [-1.8319, 0.1070, -3.0520]],
  "forces_ev_per_angstrom": [[-0.3, 0.3, 0.7], [-0.7, 0.3, -0.3], [0.8, 0.2, 0.3], [0.1, -0.1, -0.1], [-0.1, -0.1, -0.1], [0.1, 0.1, 0.2], [0.3, 0.0, -0.2], [0.3, -0.2, 0.1], [0.2, -0.3, 0.2], [-0.5, 0.3, -0.5], [-0.4, -0.4, -0.3], [-0.2, -0.6, -0.3], [0.7, 0.8, 0.1], [-0.8, -0.2, 0.5], [0.1, 0.2, 0.2], [-0.1, 0.1, 0.1], [-0.3, 0.0, -0.2], [0.0, -0.3, 0.1], [0.3, 0.0, -0.4], [0.4, 0.2, 0.0], [-0.2, -0.4, 0.0], [0.2, 0.1, 0.0]]
}

{
  "formula": "C6H16",
  "method": "ωB97M-V/def2-TZVPD",
  "orbital_gap_ev": 11.760,
  "fmax_ha_per_bohr": 0.0682,
  "relative_energy_kj_mol": 112.25,
  "e_lumo_ev": 1.078,
  "total_charge": 0,
  "symbols": ["C", "C", "C", "C", "H", "H", "H", "H", "H", "H", "H", "H", "H", "H", "C", "C", "H", "H", "H", "H", "H", "H"],
  "xyz": [[0.8246, -1.0074, -0.3413], [1.1370, -1.3385, 1.0770], [1.8053, -1.6688, -1.3555], [-0.6542, -1.3142, -0.8874], [0.9406, 0.0947, -0.3649], [0.9941, -2.4079, 1.0926], [2.7064, -2.2583, -1.0095], [1.1812, -2.3005, -2.0789], [2.0840, -0.9133, -2.0574], [-0.7720, -2.3468, -1.2321], [-1.3949, -1.2619, -0.1323], [0.4643, -0.7804, 1.7777], [2.0908, -1.1468, 1.3942], [-0.8969, -0.6353, -1.6886], [-0.7187, 2.0292, 1.0281], [-1.9053, 2.7295, 0.5035], [0.1235, 2.2793, 0.4079], [-0.4886, 2.3625, 1.9946], [-0.7696, 0.9320, 0.9655], [-1.7070, 3.8061, 0.2080], [-2.2195, 2.2900, -0.4458], [-2.8249, 2.8567, 1.1448]],
  "forces_ev_per_angstrom": [[-0.4, 0.9, -1.6], [-3.4, -0.9, 0.2], [-1.0, -1.0, -1.0], [1.7, -0.5, 0.8], [0.0, -0.4, -0.6], [-0.2, -0.6, 1.0], [-1.1, 0.8, -0.1], [1.0, 0.2, 1.3], [0.9, 0.7, -0.3], [0.4, 0.1, -0.2], [-0.8, 0.6, 1.0], [0.3, -0.8, -0.5], [2.6, 0.7, 0.3], [-0.1, 0.2, -0.3], [0.4, -0.9, -0.7], [-2.2, 2.2, -1.1], [0.5, 0.2, -0.3], [0.4, 0.1, 1.6], [-0.3, 0.4, 0.4], [0.2, -1.1, 0.5], [-0.2, -0.1, 0.1], [1.0, -0.7, -0.3]]
}